Record 1
Formula: C27H71HgO25S8
Source: the Open Molecules 2025 dataset
Level of theory: ωB97M-V with the def2-TZVPD basis set

Values from the calculation:
**Charge**: +1
**Molar mass**: 1253.0 u
**ΔE to the lowest compared entry with this formula, charge and spin**: 0.0 kJ/mol

Atoms and positions in Å:
Hg -3.13782 -1.75408 2.47009
C -0.46301 -0.57636 -0.84077
C -0.75716 -0.62551 0.66693
C 0.00964 0.40853 1.47261
O -2.12965 -0.62525 0.96091
H -1.38517 -0.45534 -1.40976
H 0.08195 -1.45074 -1.18728
H 0.12266 0.31391 -1.08892
H -0.31307 -1.57676 1.00743
H 1.07578 0.34682 1.24781
H -0.12660 0.35637 2.54872
H -0.23394 1.42199 1.13303
O -5.41235 -1.67291 -4.82133
S -4.30637 -0.86330 -4.47847
O -3.31503 -0.51914 -5.44410
O -4.92797 0.52556 -3.97729
C -3.97667 1.58279 -3.70477
C -4.32539 2.12738 -2.34233
C -3.61016 -1.52317 -2.96691
H -4.04021 2.33113 -4.49285
H -2.96057 1.18969 -3.73542
H -5.22800 2.73653 -2.30238
H -3.49110 2.68018 -1.90203
H -4.50862 1.33322 -1.61080
H -4.30269 -2.26633 -2.58507
H -3.49259 -0.71089 -2.25265
H -2.63532 -1.96658 -3.16879
O 1.65747 -5.93937 -0.55197
S 1.35544 -4.96035 -1.54448
O 2.24503 -3.87785 -1.86440
O 0.96664 -5.72606 -2.87905
C 1.61018 -5.48603 -4.15362
C 2.05507 -6.80326 -4.73104
C -0.26417 -4.34216 -1.17218
H 2.40255 -4.74035 -4.12524
H 0.81628 -5.06051 -4.76913
H 1.20438 -7.44941 -4.94438
H 2.82747 -7.33601 -4.18008
H 2.49536 -6.61701 -5.71698
H -0.64355 -3.78482 -2.02296
H -0.19975 -3.75914 -0.25263
H -0.88698 -5.20628 -0.94770
O -1.72361 2.14271 3.37251
S -3.08624 1.81509 3.13811
O -3.50938 0.45160 3.28182
O -4.02681 2.69089 4.04270
C -3.60919 4.01620 4.43649
C -3.98993 4.19155 5.88178
C -3.59149 2.38172 1.51128
H -4.05472 4.77329 3.78592
H -2.53800 4.19115 4.32691
H -3.58491 3.37457 6.48261
H -5.06555 4.15638 6.06216
H -3.62873 5.10940 6.34397
H -2.77717 2.21392 0.81579
H -3.83792 3.42480 1.70680
H -4.52181 1.88944 1.24208
O 5.11685 -3.86523 2.85638
S 4.01631 -3.00783 2.63320
O 3.36428 -2.35708 3.73810
O 4.48866 -1.86156 1.62307
C 3.51817 -0.90576 1.20488
C 3.85023 -0.58952 -0.25749
C 2.67918 -3.74406 1.69413
H 3.44275 -0.03833 1.86027
H 2.50145 -1.30082 1.10188
H 3.75125 -1.52609 -0.80674
H 4.85354 -0.18543 -0.36939
H 3.09472 0.09220 -0.65485
H 2.68827 -4.78859 2.01686
H 2.95028 -3.81545 0.64419
H 1.78763 -3.24024 2.04293
O -0.81179 2.63280 -3.14057
S 0.01543 3.49810 -2.35449
O 1.39542 3.21533 -2.18033
O -0.11567 4.97260 -2.91335
C -1.45556 5.42519 -3.23253
C -1.50532 6.92476 -3.03587
C -0.71467 3.64939 -0.73105
H -2.22636 4.96928 -2.60859
H -1.65078 5.15961 -4.26941
H -0.95354 7.42586 -3.83031
H -1.12770 7.31315 -2.09105
H -2.55439 7.22399 -3.08522
H -1.79456 3.63653 -0.83491
H -0.26424 4.50118 -0.23086
H -0.39983 2.73767 -0.22156
O -1.52472 -1.40288 4.15199
S -0.90223 -1.36233 5.46615
O -1.22349 -0.30294 6.35499
O -1.32584 -2.73558 6.13647
C -1.48017 -2.80415 7.57028
C -0.19629 -3.00759 8.35643
C 0.84168 -1.57757 5.20994
H -2.10999 -3.67701 7.72846
H -1.99178 -1.91734 7.93956
H 0.28236 -3.92297 8.00649
H -0.43274 -3.10317 9.41413
H 0.49461 -2.17220 8.24046
H 1.29583 -1.56440 6.19439
H 1.19009 -0.74101 4.60402
H 0.94485 -2.47811 4.61633
O -0.18907 -2.47207 -3.91280
S 0.77694 -1.54915 -4.42543
O 1.91729 -1.08369 -3.70932
O 1.23803 -2.25952 -5.78934
C 2.39092 -1.74134 -6.47488
C 3.17671 -2.89553 -7.11471
C -0.00648 -0.17593 -5.22489
H 3.06929 -1.11598 -5.90107
H 1.98607 -1.15694 -7.30425
H 4.22531 -2.61035 -7.08675
H 2.90516 -2.96377 -8.17440
H 2.92135 -3.91499 -6.83276
H -0.97128 -0.43570 -5.65148
H 0.64276 0.24120 -5.99173
H -0.12530 0.62419 -4.49035
O 2.46370 1.79796 3.42425
S 2.47887 3.22912 3.51007
O 2.52286 3.81082 4.80505
O 3.64009 3.89565 2.66453
C 3.98491 3.29570 1.40513
C 5.22180 2.41460 1.58030
C 1.08042 3.87103 2.61111
H 4.09665 4.09074 0.67269
H 3.27040 2.57943 0.98175
H 4.97554 1.65062 2.31530
H 6.03810 3.04489 1.94441
H 5.66840 1.94449 0.70503
H 0.12686 3.69696 3.09706
H 1.09152 3.38119 1.63556
H 1.27350 4.92214 2.40382

Record 2
Formula: C27H71N3O10
Source: the Open Molecules 2025 dataset
Level of theory: ωB97M-V with the def2-TZVPD basis set

Values from the calculation:
**Molar mass**: 597.9 u
**ΔE to the lowest compared entry with this formula, charge and spin**: 4095.2 kJ/mol

Atoms and positions in Å:
O 1.68951 2.94244 -0.26467
H 1.85251 2.80866 -1.19835
H 1.40045 3.85262 -0.19950
O 2.91255 1.45456 -2.49568
H 1.97956 1.24393 -2.53323
H 2.94261 2.41127 -2.49175
O -0.31508 1.44982 -3.86779
H 0.18222 1.91045 -3.19196
H -0.07776 0.52940 -3.75499
O 2.17589 -0.24197 -1.58128
H 2.36322 -0.30199 -0.64451
H 2.79959 0.40560 -1.90972
O -0.42937 3.72160 -2.27952
H -1.32561 3.71128 -2.61553
H -0.46965 4.28353 -1.50567
O 0.52240 1.57997 -1.89584
H 0.58846 1.05403 -1.09881
H 0.15574 2.41431 -1.60311
O 0.96257 -0.09261 -3.27476
H 1.63914 -0.32800 -3.90964
H 1.42723 -0.03246 -2.44007
C 3.87636 1.47851 0.43205
C 3.41029 0.15696 1.10918
C 1.82379 0.26934 1.12937
C 1.10608 -1.03107 1.37058
C 1.48170 -2.14608 0.36895
C 3.02411 -2.30695 0.18726
N 3.69981 -0.99651 0.15823
O 4.99094 -1.02149 -0.27503
C 3.51603 -3.13900 1.47724
C 3.30075 -3.10828 -1.10420
C 3.88111 -0.09578 2.52450
H 4.93769 1.72249 0.47817
H 3.38959 2.31358 0.93585
H 3.75476 1.43232 -0.65016
H 1.48821 1.01094 1.85428
H 1.63687 0.87314 0.24136
H 0.01922 -0.94970 1.38502
H 1.31051 -1.39846 2.37623
H 0.94313 -2.06102 -0.57488
H 1.07840 -3.07296 0.77681
H 2.87613 -3.13142 2.35961
H 3.56723 -4.22157 1.36112
H 4.50226 -2.84943 1.84003
H 4.35651 -3.03056 -1.36390
H 2.98880 -4.14853 -1.01099
H 2.74492 -2.67092 -1.93356
H 3.68285 0.62577 3.31705
H 4.88869 -0.50231 2.43728
H 3.35644 -0.97653 2.89479
H 4.98174 -0.28236 -0.88758
C -1.03332 0.17376 4.95360
C -1.47220 0.47771 3.58246
C -2.55518 1.55407 3.82380
C -2.98619 2.19010 2.55338
C -1.79556 2.91646 1.92421
C -0.53458 2.08271 1.61018
N -0.30106 1.08911 2.78241
O 0.84124 0.30132 2.58369
C -0.78261 1.40490 0.33449
C 0.77765 2.96852 1.39857
C -2.11231 -0.73494 2.93470
H -0.38041 1.00770 5.21119
H -0.52042 -0.77679 5.10021
H -1.88324 0.14803 5.63557
H -3.40209 1.11871 4.35417
H -2.15731 2.40596 4.37525
H -3.69935 2.98718 2.76353
H -3.51729 1.49544 1.90265
H -1.50197 3.83105 2.43940
H -2.25149 3.13453 0.95846
H -0.92777 1.95603 -0.59464
H 0.02558 0.68045 0.23400
H -1.78021 0.96646 0.36030
H 1.48309 2.40187 0.79081
H 0.55033 3.83441 0.77676
H 1.30675 3.39750 2.24954
H -2.29018 -0.65355 1.86241
H -3.08483 -0.75750 3.42641
H -1.75933 -1.75370 3.09486
H 1.45086 0.66199 3.23168
C -3.91018 -2.91552 -1.26809
C -3.28000 -2.29641 -2.56122
C -4.19097 -1.02466 -2.77852
C -3.96108 0.20388 -1.83802
C -2.48848 0.45431 -1.57730
C -1.49890 -0.77580 -1.35985
N -1.91849 -1.83262 -2.40465
O -1.04162 -2.76698 -2.28135
C -0.06850 -0.26965 -1.62521
C -1.58214 -1.37173 0.16220
C -3.43849 -3.33613 -3.72354
H -3.17757 -3.63260 -0.89772
H -4.81346 -3.49570 -1.45678
H -4.24572 -2.23381 -0.48658
H -4.20762 -0.73240 -3.82847
H -5.18439 -1.32029 -2.44115
H -4.47831 0.11456 -0.88272
H -4.48980 1.12138 -2.09640
H -2.29861 1.20329 -0.80848
H -2.26358 0.97449 -2.50839
H 0.66005 -1.06608 -1.47352
H 0.13174 -0.06243 -2.67643
H 0.13513 0.52404 -0.90640
H -1.18266 -2.38396 0.22475
H -0.95377 -0.69073 0.73619
H -2.52831 -1.39817 0.70270
H -3.32503 -2.79061 -4.66036
H -4.48854 -3.62467 -3.77099
H -2.77508 -4.20060 -3.69764
H -0.43336 -2.40241 -2.92842